1.
{"formula": "C5H13N4", "method": "ωB97M-V with the def2-TZVPD basis set", "elements": ["H", "N", "C", "C", "C", "N", "N", "C", "C", "N", "H", "H", "H", "H", "H", "H", "H", "H", "H", "H", "H", "H"], "coordinates": [[-1.608, 2.305, -1.069], [-1.070, 1.601, -0.605], [-1.435, 0.441, -0.245], [-2.755, -0.185, -0.457], [-0.383, -0.333, 0.643], [-0.255, 0.187, 1.947], [1.034, -0.514, -0.057], [1.555, -1.769, -0.604], [1.822, 0.473, -0.360], [1.639, 1.745, -0.040], [-2.597, -1.122, -1.017], [-3.366, 0.618, -0.772], [-3.224, -0.681, 0.524], [-0.598, -1.444, 0.550], [0.230, 1.049, 1.910], [0.113, -0.527, 2.562], [2.475, -2.084, -0.142], [0.876, -2.576, -0.306], [1.712, -1.779, -1.698], [2.827, 0.065, -0.715], [0.683, 2.109, 0.084], [2.326, 2.421, -0.135]], "lowdin_charge": [0.084, 0.150, -0.341, -0.022, -0.255, 0.118, -0.060, -0.034, -0.144, 0.184, 0.099, 0.071, 0.150, 0.150, 0.067, 0.109, 0.094, 0.096, 0.114, 0.184, 0.087, 0.102], "spin_multiplicity": 1, "homo_lumo_gap_ev": 10.6, "smiles": "[H]/N=C(\\C)[C@H](N)/[N+](C)=C\\N", "total_charge": 1, "de_lowest_kj_mol": 120.30, "energy_ev": -11348.8649}

2.
{"formula": "C8H8", "method": "ωB97M-V with the def2-TZVPD basis set", "elements": ["C", "C", "C", "C", "C", "C", "C", "C", "H", "H", "H", "H", "H", "H", "H", "H"], "coordinates": [[2.937, 1.080, 0.487], [1.624, 1.142, 0.700], [2.404, -0.010, -0.256], [1.142, -0.380, -0.709], [1.911, -1.538, -0.384], [0.180, 0.391, -0.017], [-0.425, 1.454, -0.891], [-0.803, -0.318, 0.991], [2.466, -2.110, -1.232], [1.799, -2.134, 0.455], [-1.414, 1.012, -1.209], [0.153, 1.449, -1.844], [-0.687, 2.473, -0.379], [-1.353, -1.110, 0.326], [-1.519, 0.422, 1.348], [-0.364, -0.827, 1.792]], "lowdin_charge": [0.012, 0.096, -0.201, -0.219, 0.023, -0.428, -0.061, -0.005, 0.135, 0.067, 0.096, 0.100, 0.128, 0.129, 0.078, 0.051], "spin_multiplicity": 1, "homo_lumo_gap_ev": 8.6, "de_lowest_kj_mol": 829.72, "energy_ev": -8416.4211}

3.
{"formula": "CH10N2O4", "method": "ωB97M-V with the def2-TZVPD basis set", "elements": ["N", "C", "N", "O", "H", "H", "H", "H", "O", "H", "H", "O", "H", "H", "O", "H", "H"], "coordinates": [[-0.393, -0.046, -1.295], [-1.490, -0.858, -0.982], [-2.026, -0.687, 0.251], [-1.905, -1.664, -1.787], [-0.246, 0.743, -0.682], [-0.339, 0.248, -2.257], [-2.677, -1.394, 0.543], [-1.686, -0.077, 0.978], [2.004, 1.764, 0.962], [2.277, 2.685, 0.951], [2.778, 1.233, 0.736], [-0.509, 0.954, 2.750], [-0.422, 0.625, 3.650], [0.354, 0.755, 2.368], [2.994, -0.183, -0.806], [2.947, -1.118, -1.046], [2.049, -0.012, -0.755]], "lowdin_charge": [0.131, -0.675, 0.164, 0.034, 0.078, 0.102, 0.106, 0.067, -0.053, 0.049, 0.021, -0.061, 0.042, 0.012, -0.064, 0.053, -0.006], "spin_multiplicity": 1, "homo_lumo_gap_ev": 10.5, "smiles": "NC(N)=O.O.O.O", "de_lowest_kj_mol": 34.33, "energy_ev": -12370.7301}

4.
{"formula": "C11H12CaO8S", "method": "ωB97M-V with the def2-TZVPD basis set", "elements": ["Ca", "O", "C", "O", "C", "O", "C", "C", "O", "O", "H", "H", "H", "H", "H", "C", "C", "C", "C", "C", "C", "C", "S", "O", "O", "O", "H", "H", "H", "H", "H", "H", "H"], "coordinates": [[-1.305, -0.209, -1.326], [0.878, -2.833, -4.117], [0.133, -2.266, -3.190], [0.407, -1.201, -2.668], [-1.037, -3.130, -2.761], [-2.082, -2.342, -2.214], [-3.035, -1.917, -3.235], [-2.354, -0.744, -3.957], [-1.795, -0.977, -5.022], [-2.341, 0.342, -3.275], [1.609, -2.233, -4.336], [-1.381, -3.733, -3.599], [-0.672, -3.794, -1.974], [-3.263, -2.753, -3.893], [-3.931, -1.605, -2.704], [3.255, 3.371, 3.784], [2.161, 2.498, 3.227], [1.012, 3.050, 2.678], [0.005, 2.242, 2.164], [0.159, 0.867, 2.201], [1.300, 0.291, 2.752], [2.291, 1.109, 3.259], [-1.101, -0.198, 1.570], [-1.771, -0.835, 2.658], [-1.954, 0.670, 0.709], [-0.397, -1.120, 0.635], [3.015, 4.427, 3.671], [4.200, 3.179, 3.274], [3.407, 3.167, 4.844], [0.901, 4.127, 2.651], [-0.893, 2.666, 1.736], [1.395, -0.786, 2.769], [3.184, 0.668, 3.686]], "lowdin_charge": [1.587, 0.175, -0.487, 0.016, -0.086, -0.218, -0.080, -0.691, 0.049, -0.184, 0.154, 0.146, 0.158, 0.130, 0.132, -0.049, -0.270, -0.034, -0.049, -0.282, -0.048, -0.035, 0.473, -0.265, -0.479, -0.461, 0.074, 0.082, 0.084, 0.112, 0.111, 0.120, 0.117], "spin_multiplicity": 1, "homo_lumo_gap_ev": 9.6, "energy_ev": -57259.9158}

5.
{"formula": "C2H10O4", "method": "ωB97M-V with the def2-TZVPD basis set", "elements": ["C", "C", "O", "H", "H", "H", "H", "O", "H", "H", "O", "H", "H", "O", "H", "H"], "coordinates": [[-0.496, -1.982, 1.385], [-1.534, -1.150, 1.289], [-1.729, -0.137, 0.396], [-0.551, -2.739, 2.142], [0.282, -1.853, 0.641], [-2.196, -1.010, 2.139], [-0.910, 0.019, -0.073], [3.291, 4.296, -2.480], [2.881, 5.134, -2.775], [2.794, 3.632, -2.952], [1.752, -3.717, -1.286], [1.535, -4.638, -1.454], [1.677, -3.641, -0.345], [-1.944, 2.580, 1.326], [-2.531, 1.836, 1.151], [-2.322, 3.369, 0.898]], "lowdin_charge": [0.010, -0.274, -0.016, 0.049, 0.049, 0.113, 0.101, -0.066, 0.045, 0.021, -0.051, 0.036, 0.005, -0.075, 0.011, 0.042], "spin_multiplicity": 1, "homo_lumo_gap_ev": 10.1, "smiles": "C=CO.O.O.O", "de_lowest_kj_mol": 125.88, "energy_ev": -10424.8881}

6.
{"formula": "CH5N4O", "method": "ωB97M-V with the def2-TZVPD basis set", "elements": ["H", "N", "N", "O", "C", "N", "N", "H", "H", "H", "H"], "coordinates": [[1.728, -2.069, 0.048], [0.925, -1.293, -0.070], [1.289, -0.144, -0.042], [2.291, 0.499, 0.229], [-0.021, 0.795, -0.447], [-1.115, 0.393, 0.281], [-1.672, -0.632, -0.072], [-2.512, -0.794, 0.465], [-0.031, 0.626, -1.567], [0.361, 1.692, -0.001], [-1.242, 0.928, 1.175]], "lowdin_charge": [0.194, 0.155, -0.372, 0.069, -0.013, -0.015, 0.298, 0.138, 0.184, 0.130, 0.231], "spin_multiplicity": 1, "homo_lumo_gap_ev": [8.3, 8.3], "smiles": "[H]/N=[N+](\\[O-])C/[NH+]=N/[H]", "total_charge": 1, "de_lowest_kj_mol": 432.84, "energy_ev": -9112.8129}

7.
{"formula": "C32H70FN2O13PSSi2", "method": "ωB97M-V with the def2-TZVPD basis set", "elements": ["C", "C", "C", "Si", "F", "C", "C", "C", "C", "C", "C", "C", "S", "C", "N", "N", "C", "O", "O", "Si", "C", "O", "C", "O", "C", "C", "C", "C", "C", "C", "P", "C", "C", "C", "H", "H", "H", "H", "H", "H", "H", "H", "H", "H", "H", "H", "H", "H", "H", "H", "H", "H", "H", "H", "H", "H", "H", "H", "H", "H", "H", "H", "H", "H", "H", "H", "H", "H", "C", "O", "H", "H", "H", "H", "C", "O", "H", "H", "H", "H", "C", "O", "H", "H", "H", "H", "C", "O", "H", "H", "H", "H", "C", "O", "H", "H", "H", "H", "C", "O", "H", "H", "H", "H", "C", "O", "H", "H", "H", "H", "C", "O", "H", "H", "H", "H", "C", "O", "H", "H", "H", "H"], "coordinates": [[-0.073, 4.734, 0.195], [0.241, 3.807, 0.890], [0.632, 2.774, 1.830], [-0.661, 1.428, 1.978], [-1.248, 0.985, 0.552], [-2.090, 2.084, 2.993], [-3.410, 1.369, 2.608], [-4.402, 2.265, 1.835], [-4.550, 1.910, 0.350], [-5.093, 0.518, 0.099], [-5.119, 0.096, -1.379], [-3.760, 0.189, -2.118], [-3.811, 1.138, -3.671], [-4.584, 2.644, -3.273], [-4.214, 3.560, -2.459], [-5.175, 4.552, -2.508], [-6.043, 4.158, -3.365], [-5.754, 2.968, -3.896], [-0.040, 0.141, 2.841], [0.502, -1.266, 2.137], [1.726, -2.042, 3.297], [1.113, -1.038, 0.572], [2.372, -1.494, 0.294], [2.678, -2.653, 0.358], [3.295, -0.425, -0.164], [3.719, -0.498, -1.469], [4.534, 0.480, -1.995], [4.915, 1.521, -1.184], [4.512, 1.576, 0.123], [3.689, 0.611, 0.648], [-1.281, -2.601, 1.986], [-0.594, -4.313, 1.820], [-1.988, -2.271, 0.311], [-3.110, -3.273, -0.058], [-0.479, 5.322, -0.590], [0.669, 3.239, 2.819], [1.641, 2.425, 1.614], [-2.139, 3.153, 2.794], [-1.833, 1.860, 4.027], [-3.902, 1.070, 3.532], [-3.240, 0.446, 2.055], [-4.113, 3.310, 1.894], [-5.386, 2.166, 2.290], [-3.607, 2.096, -0.159], [-5.272, 2.616, -0.067], [-6.125, 0.470, 0.451], [-4.542, -0.249, 0.648], [-5.445, -0.941, -1.441], [-5.864, 0.676, -1.922], [-2.957, 0.534, -1.476], [-3.492, -0.810, -2.455], [-6.916, 4.718, -3.642], [2.005, -3.043, 2.982], [2.613, -1.438, 3.476], [1.201, -2.154, 4.247], [3.409, -1.327, -2.091], [4.854, 0.410, -3.023], [5.536, 2.296, -1.609], [4.835, 2.413, 0.726], [3.374, 0.661, 1.681], [0.238, -4.445, 2.503], [-1.353, -5.066, 1.994], [-0.217, -4.429, 0.803], [-2.420, -1.273, 0.307], [-1.202, -2.318, -0.445], [-4.070, -2.802, 0.144], [-3.031, -4.211, 0.480], [-3.089, -3.438, -1.133], [-2.250, 3.673, -6.390], [-1.423, 3.082, -5.398], [-1.740, 4.559, -6.760], [-2.417, 2.988, -7.227], [-3.216, 3.973, -5.970], [-1.878, 2.297, -5.072], [2.414, -7.256, 1.817], [1.758, -6.505, 0.797], [1.997, -8.260, 1.805], [3.486, -7.313, 1.623], [2.240, -6.810, 2.801], [2.129, -5.616, 0.806], [-8.056, 3.857, 2.064], [-7.348, 3.222, 3.124], [-7.514, 4.764, 1.809], [-8.102, 3.213, 1.181], [-9.072, 4.121, 2.371], [-7.822, 2.417, 3.353], [0.991, 2.510, -2.216], [1.675, 1.858, -1.152], [1.508, 3.444, -2.419], [1.006, 1.898, -3.121], [-0.045, 2.732, -1.946], [1.206, 1.036, -0.976], [7.818, 4.434, -0.665], [6.420, 4.535, -0.939], [8.042, 3.395, -0.447], [8.406, 4.747, -1.530], [8.089, 5.045, 0.200], [6.222, 5.456, -1.134], [3.924, -8.881, -1.061], [4.843, -8.667, 0.012], [3.004, -8.356, -0.815], [4.322, -8.483, -1.997], [3.715, -9.947, -1.177], [5.660, -9.127, -0.202], [-4.695, 6.829, 2.548], [-4.295, 5.706, 1.772], [-5.301, 6.459, 3.371], [-3.828, 7.357, 2.954], [-5.292, 7.526, 1.952], [-3.760, 6.028, 1.040], [1.399, -12.230, 0.101], [2.813, -12.195, -0.056], [0.997, -12.859, -0.689], [1.120, -12.656, 1.069], [0.968, -11.229, 0.011], [3.169, -11.637, 0.643], [11.931, 3.418, -0.061], [10.803, 3.163, -0.893], [12.041, 4.497, 0.018], [11.783, 3.004, 0.940], [12.843, 3.000, -0.494], [10.703, 2.209, -0.965]], "lowdin_charge": [0.101, -0.215, -0.207, 0.370, -0.077, -0.182, -0.222, -0.182, -0.211, -0.200, -0.228, -0.437, 1.000, -0.695, 0.073, 0.064, -0.199, 0.035, -0.237, 0.263, -0.148, -0.081, -0.482, 0.137, -0.176, -0.029, -0.063, -0.077, -0.069, -0.038, 0.839, -0.334, -0.484, -0.149, 0.030, 0.098, 0.070, 0.077, 0.080, 0.105, 0.069, 0.084, 0.086, 0.092, 0.104, 0.117, 0.090, 0.101, 0.093, 0.056, 0.064, 0.132, 0.023, 0.044, 0.046, 0.126, 0.108, 0.094, 0.111, 0.118, 0.013, 0.027, 0.037, 0.025, 0.069, 0.055, 0.048, 0.066, -0.162, -0.143, 0.077, 0.077, 0.068, 0.001, -0.154, -0.138, 0.075, 0.064, 0.074, 0.063, -0.151, -0.134, 0.074, 0.073, 0.074, 0.076, -0.132, -0.129, 0.083, 0.078, 0.068, 0.061, -0.156, -0.138, 0.067, 0.075, 0.078, 0.074, -0.141, -0.137, 0.067, 0.079, 0.064, 0.073, -0.155, -0.135, 0.077, 0.076, 0.075, 0.077, -0.158, -0.134, 0.077, 0.075, 0.074, 0.068, -0.155, -0.132, 0.077, 0.076, 0.075, 0.076], "spin_multiplicity": 1, "homo_lumo_gap_ev": 8.5, "de_lowest_kj_mol": 0.00, "energy_ev": -102513.9742}

8.
{"formula": "C12H27ClNO2P2Sm", "method": "ωB97M-V with the def2-TZVPD basis set", "elements": ["C", "C", "N", "C", "C", "C", "C", "P", "Sm", "P", "C", "O", "O", "H", "H", "H", "C", "C", "H", "H", "H", "H", "C", "C", "H", "H", "H", "H", "H", "H", "H", "H", "H", "H", "H", "H", "H", "H", "H", "H", "H", "H", "Cl", "C", "H", "H"], "coordinates": [[3.417, -0.599, 0.035], [2.031, -0.702, 0.217], [1.164, -0.147, -0.664], [1.647, 0.480, -1.761], [3.018, 0.514, -2.041], [3.927, -0.008, -1.122], [1.548, -1.387, 1.483], [-0.192, -2.039, 1.421], [-1.458, -0.262, -0.291], [-0.916, 1.724, -2.138], [0.724, 1.147, -2.781], [1.343, 0.403, 3.700], [-1.247, 1.221, 3.206], [4.066, -1.003, 0.815], [3.339, 0.983, -2.972], [5.006, 0.049, -1.299], [0.123, -3.713, 0.776], [-0.694, -2.325, 3.148], [1.225, 2.031, -3.202], [0.542, 0.458, -3.624], [1.612, -0.659, 2.349], [2.223, -2.223, 1.721], [-2.001, 1.653, -3.610], [-0.560, 3.492, -1.904], [-1.235, 1.309, 2.186], [-2.190, 1.125, 3.443], [0.437, 0.783, 3.557], [1.955, 1.159, 3.669], [-1.294, -1.516, -1.671], [-1.130, 1.294, 0.851], [0.672, -4.301, 1.528], [-0.841, -4.196, 0.560], [0.706, -3.665, -0.151], [0.001, -3.009, 3.654], [-0.749, -1.369, 3.691], [-1.696, -2.774, 3.121], [-0.346, 3.967, -2.875], [-1.444, 3.956, -1.441], [0.296, 3.610, -1.228], [-1.681, 2.385, -4.367], [-2.006, 0.639, -4.035], [-3.019, 1.896, -3.270], [-4.212, -0.880, -0.965], [-3.805, 0.002, 0.476], [-4.182, 1.038, 0.422], [-4.123, -0.538, 1.385]], "mulliken_spin": [0.001, -0.003, -0.007, -0.002, 0.002, 0.000, -0.001, -0.006, 5.173, -0.013, -0.003, 0.000, -0.002, 0.000, 0.000, 0.000, -0.002, 0.000, 0.000, -0.001, -0.001, 0.000, 0.001, 0.000, -0.018, 0.000, 0.000, 0.000, -0.056, -0.027, 0.000, 0.000, 0.002, 0.000, 0.000, 0.000, -0.001, -0.001, 0.001, 0.000, 0.001, 0.000, -0.006, -0.032, 0.002, 0.001], "spin_multiplicity": 6, "homo_lumo_gap_ev": [7.5, 7.4], "s_squared": 8.773, "de_lowest_kj_mol": 0.00, "energy_ev": -67468.0461}